The following is a quantum chemistry calculation of 12 unconnected molecules or ions with the total composition C30H87N3O12, from the Open Molecules 2025 dataset.

Last column: Löwdin charge in e.
CARTESIAN COORDINATES (ANGSTROEM)
1 C 19.16147 13.23647 13.91710  -0.094
2 O 18.15213 12.67230 14.70080  -0.213
3 C 17.92596 11.30239 14.30540  -0.172
4 C 16.91687 10.79605 15.29351  -0.406
5 C 16.68573 9.28690 15.18266  -0.061
6 N 15.60405 11.41271 14.98808  0.070
7 H 18.83062 13.26094 12.92693  0.039
8 H 20.08289 12.70178 14.09758  0.094
9 H 19.31497 14.24397 14.23097  0.083
10 H 17.46199 11.31171 13.32387  0.109
11 H 18.92836 10.81611 14.33912  0.143
12 H 17.32510 10.96569 16.33207  0.153
13 H 15.86000 8.85952 15.81261  0.071
14 H 17.62294 8.76849 15.44090  0.084
15 H 16.41706 8.99312 14.20644  0.050
16 H 15.05157 11.37460 15.84305  0.073
17 H 15.54876 12.43647 14.77076  0.088
18 C 8.84292 7.60129 9.12708  -0.089
19 O 9.83273 6.91932 9.90941  -0.190
20 C 11.09025 7.17576 9.39439  -0.216
21 C 12.28357 6.36854 10.10085  -0.369
22 C 12.05391 6.44647 11.58766  -0.039
23 N 13.53857 6.98686 9.72608  0.041
24 H 7.87324 7.47653 9.55989  0.070
25 H 8.87146 7.21139 8.03324  0.114
26 H 9.10894 8.70281 9.12263  0.101
27 H 11.15447 6.95504 8.34343  0.112
28 H 11.28133 8.21586 9.45492  0.093
29 H 12.42029 5.36326 9.73691  0.131
30 H 12.85165 5.95739 12.06648  0.065
31 H 11.09651 6.07198 11.83566  0.074
32 H 12.23245 7.48433 11.86923  0.074
33 H 14.07663 7.30965 10.50810  0.077
34 H 13.99773 6.29863 9.11920  0.111
35 C 9.59499 17.37154 14.77085  -0.118
36 O 9.63385 15.97214 14.66876  -0.185
37 C 10.85588 15.30257 14.67594  -0.242
38 C 11.74334 15.47472 13.52084  -0.449
39 C 11.03080 15.48666 12.20553  -0.044
40 N 12.75867 14.34847 13.52956  0.064
41 H 10.37075 17.85891 14.23662  0.058
42 H 9.77807 17.77942 15.83539  0.110
43 H 8.61497 17.72001 14.41841  0.093
44 H 11.34480 15.56942 15.60542  0.128
45 H 10.54914 14.22003 14.78790  0.146
46 H 12.31008 16.47488 13.70760  0.154
47 H 10.66515 14.46711 12.14966  0.080
48 H 11.61449 15.71669 11.29464  0.082
49 H 10.19286 16.20903 12.19774  0.088
50 H 12.16005 13.51393 13.56468  0.040
51 H 13.08741 14.29009 14.54296  0.088
52 C 10.84410 9.84006 5.80034  -0.065
53 C 11.10371 11.32718 6.06454  -0.311
54 O 11.68560 11.53367 7.35049  -0.094
55 H 10.75066 9.47894 4.86095  0.028
56 H 9.88899 9.58109 6.31296  0.083
57 H 11.61141 9.30234 6.35326  0.052
58 H 10.13910 11.84385 6.08777  0.101
59 H 11.60046 11.83160 5.23414  0.099
60 H 12.12668 10.68214 7.58841  0.049
61 C 16.30941 16.16940 11.40635  -0.047
62 C 15.07295 15.35902 10.91323  -0.256
63 O 15.05465 14.08184 11.56632  -0.135
64 H 16.17574 16.39901 12.46665  0.052
65 H 16.43182 17.06081 10.93244  0.035
66 H 17.22160 15.56003 11.24712  0.060
67 H 15.17864 15.14126 9.79705  0.130
68 H 14.16367 15.94179 11.06825  0.096
69 H 14.49190 14.21496 12.37582  0.066
70 C 19.18465 12.30584 10.00505  -0.054
71 C 18.04385 13.26024 10.48467  -0.335
72 O 17.27957 12.57137 11.45471  -0.148
73 H 18.71044 11.43302 9.60180  0.054
74 H 19.75473 12.03073 10.90905  0.077
75 H 19.71797 12.88830 9.26045  0.071
76 H 17.34538 13.63691 9.69402  0.124
77 H 18.54924 14.10588 10.95417  0.079
78 H 16.51057 13.18142 11.66743  0.058
79 C 10.37039 9.85586 13.65656  -0.083
80 C 10.70589 11.34760 13.66645  -0.351
81 O 11.82073 11.61334 14.45948  -0.085
82 H 11.12850 9.15661 13.25973  0.055
83 H 9.51652 9.75492 12.90655  0.092
84 H 10.00584 9.48029 14.59677  0.058
85 H 9.86842 11.91123 14.11049  0.111
86 H 10.71541 11.69659 12.59674  0.115
87 H 12.53106 11.16657 14.00057  0.047
88 C 12.95818 6.84033 17.66884  -0.109
89 C 13.10702 8.08767 16.78564  -0.268
90 O 14.16416 8.98089 17.32612  -0.129
91 H 12.26194 6.13648 17.13054  0.091
92 H 12.43751 7.08522 18.59182  0.068
93 H 13.90550 6.32766 17.86376  0.077
94 H 12.09628 8.61837 16.81762  0.125
95 H 13.39952 7.80554 15.76542  0.104
96 H 14.18094 8.65219 18.23801  0.067
97 C 15.69729 10.07562 8.00691  -0.094
98 C 14.79168 9.14195 7.30223  -0.311
99 O 13.51731 9.10639 7.94030  -0.162
100 H 15.65314 9.86283 9.05792  0.052
101 H 15.61818 11.16371 7.85065  0.098
102 H 16.69084 9.77161 7.78095  0.061
103 H 15.30364 8.17148 7.17095  0.113
104 H 14.61945 9.48613 6.23694  0.129
105 H 13.57482 8.41852 8.64121  0.020
106 C 15.57940 16.92239 15.36431  -0.066
107 C 16.74726 15.93235 15.20821  -0.267
108 O 16.24942 14.74549 15.84377  -0.113
109 H 14.64878 16.43352 15.06424  0.063
110 H 15.69992 17.81932 14.75630  0.075
111 H 15.49203 17.24777 16.36354  0.057
112 H 17.68313 16.24504 15.69462  0.119
113 H 16.94112 15.79543 14.16933  0.069
114 H 16.72762 13.95450 15.52688  0.059
115 C 14.67708 12.43168 18.92936  -0.081
116 C 13.88248 13.58479 18.39571  -0.356
117 O 13.80825 13.70650 17.01735  -0.096
118 H 15.73215 12.46608 18.68839  0.071
119 H 14.19064 11.53995 18.50352  0.074
120 H 14.63409 12.48471 19.97082  0.051
121 H 14.28375 14.55460 18.78147  0.125
122 H 12.96650 13.47873 18.89984  0.091
123 H 14.47400 14.30634 16.57494  0.067
124 C 13.23850 10.61181 10.69931  -0.069
125 C 14.39406 10.19295 11.55138  -0.262
126 O 13.91543 9.90477 12.91057  -0.123
127 H 13.53846 10.37432 9.67693  0.043
128 H 13.17334 11.65800 10.75462  0.060
129 H 12.29116 10.09431 10.83134  0.077
130 H 15.10118 11.02931 11.56696  0.105
131 H 14.83057 9.29960 11.12623  0.079
132 H 14.56481 10.25692 13.54929  0.026

Atomic forces in eV per Å
0.1457 0.1438 1.2418
-0.5343 -0.2936 0.3108
0.2560 0.8759 0.7467
-0.4445 -0.7931 0.6433
0.3703 -0.5637 1.3865
-0.5255 1.1248 0.5244
0.0120 -0.2205 -1.7875
0.5187 -0.2816 -0.3857
0.0777 0.8569 0.4303
0.3686 -0.2847 -0.3988
-0.8150 -0.2009 -0.1151
-0.6051 0.3410 -0.8202
0.8716 0.9008 -0.1648
-0.2713 -0.0110 -0.0030
-0.1537 -0.1440 -1.5122
-0.2637 -0.2994 -0.1308
0.8391 -1.2241 0.1252
1.7155 0.4702 -1.3973
-1.2808 -0.3848 -0.0707
1.7123 -1.5872 0.1059
-1.7848 1.4117 -0.0911
0.9289 0.9045 -0.9829
0.2133 -0.1547 -1.3307
-0.4499 -0.2904 0.3019
-0.1747 0.6350 1.6758
-0.4140 -0.9926 -0.1781
-0.1873 -0.3031 -0.8758
0.6192 1.3595 0.3939
-1.0653 -0.6410 0.0179
0.8286 -1.2130 0.9214
-0.8658 -0.1831 0.5836
-0.6596 0.2908 0.1679
0.4739 -0.2622 0.2266
0.5635 0.8759 0.7340
-0.0248 0.4267 1.9292
-1.3873 0.4468 -0.4626
-1.5601 -1.4450 1.8526
3.1726 1.9006 -0.5596
-0.5552 0.3829 -0.5569
-0.3349 0.6252 2.0555
0.7511 0.3956 -1.1003
-0.5330 -0.9149 -1.0746
0.3310 -0.1723 0.1549
0.6788 -0.0998 0.3239
0.4155 0.9156 -0.2238
-0.5938 -1.5238 -0.5908
-0.5754 -0.1564 -0.6471
0.1765 -0.2891 0.7228
0.2375 -0.5566 0.1604
0.4090 -0.1123 -0.4447
-0.1444 0.2200 -1.4712
-0.6035 0.9669 4.2030
-1.1857 0.1556 -0.2259
0.4474 -1.0356 -0.4126
0.0433 -0.6489 -3.2479
0.5466 0.0458 -0.1980
0.2038 -0.4051 -0.2893
-0.0605 0.0045 0.0948
0.8297 -0.1428 0.1790
-0.1047 0.9389 -0.0529
-0.7112 -3.1007 1.0958
1.6062 -0.0512 -1.2677
-0.9652 0.9583 0.7683
0.1107 -0.1789 -0.0718
0.2100 2.5961 -1.6461
-0.5481 0.4429 0.3005
-0.2343 0.3536 1.3891
-0.1560 -0.2985 0.0971
0.0519 -0.4577 -0.5938
-1.5765 1.4156 0.8419
0.3203 -0.8158 -0.1235
-0.8254 0.7590 0.1961
0.0435 -0.5626 -0.4340
0.0856 0.1777 -0.6361
0.5880 -0.4286 -0.0622
0.8529 -0.3136 0.1851
-0.0161 0.3721 -0.0988
0.5945 -0.8790 -0.2317
-1.4699 -0.2064 -2.0316
-1.4313 -0.5734 -0.3742
0.2478 0.6293 -0.1891
0.1306 0.7254 0.3150
0.7561 -0.0588 0.9402
-0.0006 -0.0091 0.5224
0.1494 -0.2942 -0.0257
0.7210 -0.0637 0.7473
0.9257 -0.3927 -0.0776
-0.8772 -0.4056 -1.1492
-0.2365 0.6632 0.7564
-1.4716 -1.3854 0.0185
0.7586 0.4769 0.5005
0.2146 0.0627 0.2580
-0.1396 0.1146 -0.0495
1.4167 -0.4223 -0.4492
-0.1967 0.3369 0.2348
0.4601 0.6414 -0.0983
0.9039 0.5748 0.5155
-1.0415 0.6868 -2.0230
0.3685 -0.5588 -0.6729
-0.2489 0.1581 0.7568
-0.4131 -0.5423 -0.0887
1.2095 0.1034 -0.5249
-0.5793 -0.0431 0.4728
0.0668 -0.2873 1.0294
-0.4009 -0.0469 0.0279
0.7251 -0.1421 -1.1444
-1.1332 0.2313 1.1486
0.3281 -0.4851 -0.3837
0.1216 -0.0167 -0.0339
0.1180 -0.0139 -0.1278
-0.1798 0.2532 1.2990
-0.3094 0.1565 -0.0325
0.2317 -0.4795 -0.7775
0.1845 0.3451 0.1379
0.1802 -0.3946 -2.0220
2.3712 2.2884 0.8192
-0.2464 0.0546 -2.0390
0.2421 -0.0747 -0.4522
0.4961 -0.1195 0.4624
-0.3454 -0.3352 1.8397
-0.0496 -0.5685 0.0981
-1.9828 0.0694 -0.2264
-0.4473 -0.9310 1.3627
0.5671 -0.9010 -1.1649
-0.9780 0.0339 1.5372
0.4782 0.3121 -0.6268
-0.2285 0.3181 -0.0158
-0.7860 1.4742 0.1544
-0.0161 -0.0122 0.5120
0.2491 -0.4218 0.0578
0.5338 -0.3511 0.1605
0.0240 0.0532 -0.0040

Structure (SMILES) = COC[C@H](C)N.COC[C@H](C)N.COC[C@H](C)N.CCO.CCO.CCO.CCO.CCO.CCO.CCO.CCO.CCO
Molecular weight = 682.03 g/mol
Energy relative to the best compared isomer or geometry (same formula, charge and spin) = 257.9 kJ/mol
Gap between HOMO and LUMO = 10.050 eV